Entry 1:
{"formula": "C23H60BN6O19", "method": "the ωB97M-V functional and the def2-TZVPD basis", "total_charge": -1, "relative_energy_ev": 4.608, "gap_ev": 9.1, "e_tot_ev": -73349.2154, "species": ["O", "C", "O", "B", "O", "C", "O", "O", "C", "O", "C", "O", "O", "C", "O", "H", "H", "H", "H", "C", "O", "H", "H", "H", "H", "C", "O", "H", "H", "H", "H", "C", "O", "H", "H", "H", "H", "C", "O", "N", "N", "H", "H", "H", "H", "C", "O", "N", "N", "H", "H", "H", "H", "C", "O", "N", "N", "H", "H", "H", "H", "C", "C", "C", "O", "H", "H", "H", "H", "H", "H", "H", "H", "C", "C", "C", "O", "H", "H", "H", "H", "H", "H", "H", "H", "C", "C", "C", "O", "H", "H", "H", "H", "H", "H", "H", "H", "C", "C", "C", "O", "H", "H", "H", "H", "H", "H", "H", "H"], "coordinates": [[7.6856, -13.1289, -23.8841], [7.0150, -13.9717, -23.2912], [7.4403, -15.1330, -22.7849], [6.3268, -15.8823, -22.1434], [5.1333, -15.0147, -22.3282], [5.5238, -13.8744, -22.8291], [4.6800, -13.0018, -23.0821], [6.5914, -16.1111, -20.7106], [6.6036, -17.4099, -20.4351], [6.8416, -18.0419, -19.3840], [6.1677, -18.0891, -21.7541], [6.0997, -17.2194, -22.7196], [5.8296, -19.2474, -21.7661], [5.1624, -21.4981, -18.9839], [6.0499, -22.1957, -18.1484], [4.2999, -21.0259, -18.5136], [5.6693, -20.5989, -19.3341], [4.8063, -22.0319, -19.8650], [5.9476, -23.1176, -18.3958], [2.6205, -15.7680, -24.1986], [2.7005, -15.7437, -25.6196], [2.6361, -14.7500, -23.8093], [1.7222, -16.2564, -23.8210], [3.5211, -16.2607, -23.8322], [3.5667, -15.4106, -25.8653], [4.3716, -9.2567, -23.6910], [3.8526, -10.2118, -22.7746], [4.0496, -9.2812, -24.7321], [4.0679, -8.3247, -23.2142], [5.4597, -9.2801, -23.6310], [4.0120, -11.0978, -23.1081], [2.4355, -17.9169, -21.2743], [2.7729, -18.5136, -20.0751], [3.1148, -18.1893, -22.0821], [1.4313, -18.0883, -21.6620], [2.6394, -16.8533, -21.1504], [3.5732, -18.1237, -19.7158], [8.4399, -20.0041, -16.1275], [9.1576, -19.7205, -15.2239], [7.6112, -20.9950, -16.1762], [8.2968, -19.3270, -17.2035], [7.6792, -21.8270, -15.6076], [6.9800, -21.0736, -16.9607], [8.7203, -18.4124, -17.2676], [7.8753, -19.7894, -17.9964], [5.4300, -14.8245, -17.1656], [6.2962, -15.0933, -16.3195], [5.0184, -15.4675, -18.1923], [4.7263, -13.7578, -17.0575], [5.6988, -16.1006, -18.5877], [4.3936, -14.9583, -18.8009], [4.7725, -13.2790, -16.1693], [3.9250, -13.7265, -17.6715], [4.3356, -13.2126, -26.9510], [4.9972, -14.2096, -26.7489], [4.0033, -12.5242, -25.9593], [3.9114, -12.7978, -28.0824], [3.2880, -11.8348, -26.1412], [4.4533, -12.9676, -25.1712], [4.3377, -13.2631, -28.8710], [3.3345, -11.9744, -28.1783], [8.3945, -20.9059, -22.6230], [9.4139, -20.5989, -21.5733], [9.6408, -21.8516, -20.6974], [10.6085, -20.0858, -21.9131], [8.8047, -21.4653, -23.4637], [8.0387, -19.9371, -22.9737], [7.5174, -21.4078, -22.2145], [8.9795, -19.8102, -20.9591], [10.2813, -21.6736, -19.8336], [9.9862, -22.7186, -21.2606], [8.7145, -22.1168, -20.1875], [11.0933, -19.8220, -21.1276], [7.9903, -8.9852, -26.1340], [9.5055, -9.1086, -25.6538], [9.4971, -10.2036, -24.5576], [10.2980, -9.4561, -26.7399], [7.8498, -8.1118, -26.7709], [7.3766, -8.7742, -25.2583], [7.5669, -9.8128, -26.7032], [9.9135, -8.1846, -25.2442], [9.3382, -11.1613, -25.0533], [8.6827, -10.1645, -23.8341], [10.3929, -10.2995, -23.9440], [10.3399, -10.4025, -26.8954], [10.4908, -17.3147, -20.8067], [10.6298, -15.8399, -20.4555], [11.2863, -15.1520, -21.6562], [9.3665, -15.1847, -20.2957], [10.1480, -17.8500, -19.9212], [11.4598, -17.7780, -20.9923], [9.7672, -17.6075, -21.5676], [11.2248, -15.6992, -19.5532], [12.2946, -15.5662, -21.6633], [11.3730, -14.0770, -21.4987], [10.6492, -15.2949, -22.5291], [8.8762, -15.2784, -21.1158], [10.4260, -13.7225, -27.0257], [9.4916, -12.9080, -28.0577], [8.1042, -12.7117, -27.5142], [10.1697, -11.6063, -28.1041], [10.3340, -14.8079, -27.0660], [10.1796, -13.5078, -25.9858], [11.4514, -13.3534, -27.0466], [9.5801, -13.2728, -29.0810], [7.5745, -13.6641, -27.4936], [7.5091, -12.0306, -28.1226], [8.0829, -12.3726, -26.4785], [9.6896, -11.0776, -28.7457]]}


Entry 2:
{"formula": "C8H15NS", "method": "the ωB97M-V functional and the def2-TZVPD basis", "smiles": "C=C(/N=C\\SCC)C(C)C", "relative_energy_ev": 1.522, "gap_ev": 9.1, "e_tot_ev": -20861.5188, "species": ["C", "C", "C", "C", "C", "C", "C", "C", "N", "S", "H", "H", "H", "H", "H", "H", "H", "H", "H", "H", "H", "H", "H", "H", "H"], "coordinates": [[-2.1218, -0.8837, 0.4822], [-1.3469, -0.3075, -2.3931], [0.2273, -0.6604, 0.9907], [-2.0304, 0.4854, -3.5711], [0.9592, -1.6138, 0.4934], [1.9475, 0.2018, 2.9524], [1.6659, 1.3534, 0.8608], [0.8947, 0.4990, 1.8025], [-1.1161, -0.6109, 1.1069], [-2.5554, -1.0532, -1.2519], [-3.1464, -0.7106, 0.9331], [-0.6685, 0.3162, -1.8521], [-2.6849, -0.1887, -4.1650], [-1.2183, 0.8263, -4.1832], [-2.5826, 1.2683, -3.3200], [-0.9822, -1.1406, -2.9253], [0.6118, -2.4180, -0.1346], [1.9885, -1.6057, 0.4602], [2.0862, 1.0412, 3.6827], [2.8569, -0.2083, 2.6472], [1.4591, -0.5456, 3.4439], [1.2012, 1.3233, -0.1758], [2.7530, 1.0933, 0.7593], [1.6777, 2.4709, 0.9982], [0.1246, 1.0680, 2.3585]]}


What is the formula in the second record?
C8H15NS